# 1
Density functional theory data (ωB97M-V/def2-TZVPD) for a structure of composition C23H13Cl5N4Re.

**Gap between HOMO and LUMO (alpha / beta)**: 5.799 / 6.201 eV
**Maximum force**: 1.47 eV/Å
**Net charge**: +2
**2S+1**: 2
**Molar mass**: 708.9 g/mol

XYZ file:
```
46
Properties=species:S:1:pos:R:3:forces:R:3
Re -0.07293 -0.85898 -0.25403 0.546 0.734 1.156
C 1.89377 3.88802 1.48979 0.079 0.027 0.016
C 0.54555 4.00933 1.17304 -0.054 -0.043 -0.005
C -0.24244 2.87870 1.04642 0.111 0.058 -0.097
C 0.34689 1.62912 1.22938 0.014 -0.103 -0.056
C 1.69484 1.49591 1.54341 -0.008 0.078 0.119
C 2.46682 2.63768 1.68249 -0.041 0.003 -0.027
N -0.45667 0.45071 1.06976 -0.343 -0.370 -0.541
C -1.70971 0.35808 1.75954 0.216 0.027 0.202
C -2.00991 1.04183 2.92529 -0.057 -0.044 -0.030
C -3.26366 0.83940 3.49695 0.072 -0.012 -0.052
C -4.19713 -0.01082 2.91324 -0.028 -0.057 -0.054
C -3.90167 -0.69891 1.73989 -0.138 0.099 0.222
C -2.64947 -0.50899 1.20134 0.413 -0.164 -0.513
N -2.14555 -1.07312 -0.01390 -0.595 0.295 0.866
N -2.94964 -1.41257 -0.89772 0.205 -0.263 -0.523
C -2.24029 -1.70073 -2.08524 -0.257 0.012 0.167
C -2.89595 -2.20503 -3.17966 -0.040 -0.032 -0.078
C -2.16584 -2.41462 -4.34581 -0.096 -0.038 -0.030
C -0.81918 -2.09605 -4.37457 0.147 0.065 0.032
C -0.21961 -1.58370 -3.23948 -0.176 0.064 0.066
N -0.91770 -1.38833 -2.09894 0.316 -0.257 -0.252
H 2.50238 4.77625 1.59299 -0.012 0.003 0.004
H 0.10842 4.98676 1.02252 0.001 0.000 0.006
H -1.29042 2.96008 0.78823 -0.013 -0.008 0.022
H 2.12135 0.51778 1.71921 -0.003 -0.003 0.016
H 3.51039 2.55367 1.95295 0.005 -0.002 -0.013
H -1.28466 1.70146 3.38043 -0.018 0.028 0.010
H -3.51284 1.35499 4.41416 -0.002 0.002 0.001
H -5.16496 -0.14190 3.37683 0.003 0.000 -0.002
H -4.61974 -1.35873 1.27354 0.029 -0.019 -0.019
H -3.95267 -2.42045 -3.10774 0.003 0.005 -0.006
H -2.65106 -2.81827 -5.22463 -0.006 0.004 0.008
H -0.22094 -2.23766 -5.26325 -0.025 -0.015 -0.011
H 0.82470 -1.31469 -3.21021 0.028 -0.019 -0.047
Cl 2.23286 0.93568 -2.66900 0.060 -0.147 0.104
C 2.85229 -0.20464 -1.52624 -0.054 0.151 -0.036
C 1.95306 -0.88410 -0.70740 -0.147 0.151 -0.380
C 2.50685 -1.70501 0.23963 -0.027 -0.376 0.262
Cl 1.15939 -2.37834 1.25139 -0.105 0.153 -0.508
C 3.83867 -1.93839 0.48396 -0.185 0.002 0.013
Cl 4.34494 -2.97055 1.73861 0.039 0.010 -0.011
C 4.71470 -1.26046 -0.37648 0.130 0.018 -0.022
Cl 6.38787 -1.49025 -0.18616 -0.044 0.010 -0.011
C 4.22485 -0.38938 -1.37379 0.067 -0.027 0.039
Cl 5.32407 0.44925 -2.37075 -0.011 -0.001 -0.004
```
Forces are in eV/Å.

***

# 2
Density functional theory data (ωB97M-V/def2-TZVPD) for a structure of composition C23H13N6O4OsS3.

**Gap between HOMO and LUMO (alpha / beta)**: 5.685 / 5.686 eV
**Energy above the lowest of the compared OMol25 structures with the same formula, charge and spin**: 0.000 eV
**Maximum force**: 0.41 eV/Å
**Net charge**: +1
**Molar mass**: 723.8 g/mol

XYZ file:
```
50
Properties=species:S:1:pos:R:3:forces:R:3
Os 0.08011 0.10020 0.25510 -0.043 0.045 -0.021
S -1.55675 1.53687 0.80335 0.059 -0.051 -0.027
C -2.14294 1.00132 2.30037 0.029 -0.058 0.017
C -3.18791 1.75444 2.91920 -0.015 0.020 0.014
N -4.03047 2.36674 3.40275 -0.003 -0.001 -0.003
C -1.65974 -0.16737 2.85078 0.030 0.050 -0.082
S -0.47124 -1.06209 2.03754 0.004 0.000 0.049
C -2.15692 -0.71175 4.07410 -0.041 -0.003 0.022
N -2.55460 -1.17056 5.04890 0.014 -0.002 0.001
N 2.01999 -3.31808 -1.46203 -0.023 0.019 -0.031
C 3.32246 -3.57616 -0.96011 0.025 0.006 0.013
C 4.02862 -4.66278 -1.44042 -0.004 0.013 -0.003
C 5.30208 -4.93003 -0.95522 0.008 0.005 0.008
C 5.86081 -4.10769 0.00718 -0.001 -0.009 -0.006
C 5.14684 -3.01647 0.48692 -0.007 0.006 -0.005
C 3.87697 -2.75088 0.00497 0.004 -0.022 -0.010
S 3.02994 -1.34350 0.66967 0.019 -0.024 0.030
N 1.56159 -1.38027 -0.22018 -0.015 -0.023 -0.061
C 1.24520 -2.28755 -1.08309 0.026 0.015 0.019
C -0.11449 -2.15752 -1.65490 -0.002 -0.004 -0.037
C -0.62553 -2.97930 -2.63973 -0.010 0.002 0.017
C -1.92957 -2.79275 -3.07648 0.005 -0.008 -0.008
C -2.68557 -1.78533 -2.51118 0.011 0.018 -0.008
C -2.11307 -0.98200 -1.54296 -0.024 0.023 -0.053
N -0.85225 -1.15573 -1.12127 0.013 0.088 -0.031
H 1.66352 -3.96915 -2.13830 -0.012 -0.022 0.034
H 3.58539 -5.30463 -2.19291 -0.001 0.000 -0.004
H 5.85014 -5.78152 -1.33287 0.000 -0.002 0.001
H 6.85093 -4.30870 0.39095 0.002 -0.001 0.000
H 5.58176 -2.37150 1.24084 0.000 0.002 0.002
H -0.02982 -3.76618 -3.07836 0.008 0.009 -0.006
H -2.34198 -3.43074 -3.84577 -0.001 0.001 -0.002
H -3.70604 -1.60091 -2.81273 -0.004 -0.001 -0.002
H -2.66565 -0.17623 -1.08810 0.003 0.021 0.001
O 3.50268 2.26236 0.73284 0.029 -0.126 -0.029
C 2.55669 1.69980 0.26078 -0.144 0.386 0.028
O 1.61806 1.10942 0.99360 -0.006 -0.069 0.053
C 2.34654 1.59811 -1.22463 0.182 -0.134 -0.008
C 3.45994 1.52991 -2.05813 0.011 -0.034 0.002
C 3.30227 1.35337 -3.42197 0.006 -0.001 0.040
C 2.02964 1.26866 -3.97981 -0.063 0.027 0.008
C 0.93943 1.36284 -3.14105 0.138 0.051 -0.089
C 1.07630 1.51931 -1.76774 -0.259 0.037 0.010
N -0.41384 1.35688 -3.72387 -0.169 -0.171 0.185
O -1.34760 1.52448 -2.95497 0.047 -0.012 0.018
O -0.52181 1.15587 -4.90823 0.033 0.010 -0.075
H 4.43968 1.61300 -1.60676 0.013 0.003 -0.017
H 4.17031 1.29227 -4.06361 0.002 0.005 -0.006
H 1.87801 1.16346 -5.04416 0.008 -0.007 -0.002
H 0.15969 1.77225 -1.20746 0.119 -0.075 0.054
```
Forces are in eV/Å.

***

# 3
Density functional theory data (ωB97M-V/def2-TZVPD) for a structure of composition C23H14BrCl2FeN6O5.

**Gap between HOMO and LUMO (alpha / beta)**: 7.146 / 6.224 eV
**Energy above the lowest of the compared OMol25 structures with the same formula, charge and spin**: 0.644 eV
**Maximum force**: 0.49 eV/Å
**2S+1**: 6
**Molar mass**: 661.1 g/mol

XYZ file:
```
52
Properties=species:S:1:pos:R:3:forces:R:3
Fe 0.28403 -0.50488 0.16684 -0.008 -0.070 -0.058
Cl -2.85911 1.71908 5.87925 0.013 -0.006 0.013
C -2.53802 1.31039 4.22749 -0.044 0.023 0.000
C -1.31157 0.74860 3.90979 0.073 -0.038 -0.014
C -1.02792 0.40734 2.59334 -0.041 -0.205 -0.011
N 0.17141 -0.15381 2.11987 0.065 0.481 0.044
C 1.33439 0.17206 2.78226 -0.170 -0.158 -0.057
O 1.54570 0.09930 3.97120 0.060 0.097 0.059
C 2.36370 0.77880 1.85553 0.085 -0.003 -0.025
C 3.54907 1.28461 2.35861 -0.016 -0.034 -0.028
C 4.39945 1.95525 1.49561 -0.063 -0.004 -0.087
C 4.03587 2.08635 0.16279 0.007 -0.023 0.088
C 2.84574 1.52265 -0.26247 0.090 -0.041 -0.016
N 2.01856 0.89083 0.56661 -0.081 -0.087 0.016
C -1.98844 0.64463 1.59147 0.102 0.136 -0.065
C -3.21713 1.19825 1.92188 -0.014 0.002 -0.031
C -3.49068 1.52748 3.24006 0.006 -0.004 0.034
Cl -5.03074 2.22277 3.62008 0.004 -0.001 -0.016
N -1.58312 0.25616 0.30525 -0.058 -0.352 0.158
C -2.53481 -0.28756 -0.52525 0.090 0.092 -0.035
O -3.57727 0.21687 -0.87975 -0.107 -0.050 0.017
C -2.19346 -1.71181 -0.91592 -0.116 0.077 -0.066
C -3.11172 -2.51422 -1.56568 0.000 0.015 -0.040
C -2.80208 -3.85330 -1.74136 -0.007 -0.017 -0.002
C -1.59082 -4.33309 -1.26959 -0.008 0.017 -0.004
C -0.71277 -3.45192 -0.66093 0.007 -0.023 -0.014
N -1.01584 -2.16786 -0.48629 0.000 -0.010 -0.023
H -0.58997 0.55657 4.68810 -0.001 -0.002 0.015
H 3.76274 1.15161 3.40902 -0.001 0.002 0.008
H 5.33025 2.37278 1.85498 0.011 0.000 0.001
H 4.66932 2.59996 -0.54548 0.006 0.005 -0.012
H 2.55343 1.55593 -1.30228 0.023 0.017 -0.011
H -3.95229 1.38830 1.15479 -0.002 0.003 -0.009
H -4.04583 -2.08117 -1.89269 -0.006 0.011 0.003
H -3.50344 -4.51784 -2.22818 -0.001 -0.005 -0.011
H -1.31939 -5.37355 -1.37381 0.007 -0.014 0.003
H 0.26178 -3.75855 -0.30841 0.005 -0.018 0.019
O 2.90392 -1.07225 -1.35122 0.015 0.056 -0.052
N 2.76335 -1.97341 -0.52864 0.064 0.015 0.166
O 3.59031 -2.82548 -0.29751 -0.028 -0.030 -0.064
O 1.64329 -2.01728 0.14488 0.037 0.115 0.051
Br 0.69210 -1.96520 -3.37078 -0.003 -0.038 -0.021
C 0.53081 -0.10262 -3.16495 -0.040 -0.039 -0.039
C 0.69620 0.68042 -4.29791 0.001 0.095 -0.030
C 0.50012 2.04445 -4.18804 -0.002 -0.060 0.036
C 0.12958 2.57390 -2.95992 -0.001 -0.047 -0.004
C -0.00523 1.71312 -1.89114 -0.014 0.034 0.004
N 0.21112 0.38952 -1.97607 0.060 0.055 0.098
H 0.96044 0.21732 -5.23623 0.003 -0.010 0.003
H 0.62018 2.68155 -5.05384 0.001 0.005 -0.008
H -0.05813 3.62940 -2.83053 -0.004 0.009 0.016
H -0.30708 2.06954 -0.91480 0.001 0.025 0.004
```
Forces are in eV/Å.

***

# 4
Density functional theory data (ωB97M-V/def2-TZVPD) for a structure of composition C23H14BrClN4O2Pd.

**Gap between HOMO and LUMO**: 6.165 eV
**Energy above the lowest of the compared OMol25 structures with the same formula, charge and spin**: 0.943 eV
**Maximum force**: 0.70 eV/Å
**Molar mass**: 600.2 g/mol

XYZ file:
```
46
Properties=species:S:1:pos:R:3:forces:R:3
Pd -0.02567 0.66349 -0.26441 0.212 0.580 0.320
Br 3.37800 -1.38609 -0.47901 -0.028 0.017 0.022
C 3.37125 0.50408 -0.53345 0.055 0.017 -0.064
C 4.59004 1.13065 -0.31814 -0.032 0.034 -0.034
C 4.63541 2.50928 -0.39701 -0.021 -0.029 0.001
C 3.47133 3.19791 -0.68865 0.043 0.032 -0.005
C 2.30034 2.49008 -0.87147 -0.128 -0.005 0.047
N 2.24053 1.14536 -0.79501 0.072 -0.128 0.027
C 1.01556 3.27929 -1.14247 0.078 -0.089 -0.087
O 1.10296 4.48088 -1.27662 -0.001 0.024 -0.051
O -0.06252 2.57533 -1.22468 0.034 -0.151 0.368
H 5.46605 0.53890 -0.10154 0.002 -0.005 -0.001
H 5.56640 3.03507 -0.23237 0.004 0.001 -0.001
H 3.42692 4.27392 -0.76902 -0.007 -0.004 0.000
N 0.60851 1.09794 1.72716 -0.015 -0.069 -0.488
C -0.09769 1.11596 2.66523 0.047 0.201 0.104
C -0.89618 1.11069 3.77348 0.125 -0.172 -0.164
C -1.53908 2.30044 4.20360 0.009 0.049 0.026
N -2.06034 3.27371 4.52934 -0.028 0.003 0.009
C -1.08917 -0.13713 4.42577 -0.171 0.040 0.114
N -1.26945 -1.16419 4.91587 0.071 -0.035 -0.019
Cl -3.24020 -2.81635 -3.75062 -0.004 0.012 -0.015
C -2.91491 -1.58382 -2.59019 0.031 -0.005 -0.011
C -2.38493 -0.37974 -3.00747 -0.010 -0.080 -0.003
C -2.10453 0.59834 -2.05960 0.076 0.041 0.057
C -2.35776 0.34560 -0.69435 -0.010 0.040 0.317
C -1.92382 1.28746 0.30756 -0.008 -0.416 -0.483
C -2.90494 -0.90413 -0.30151 -0.055 0.014 -0.133
C -3.19483 -1.85231 -1.23965 0.029 0.040 -0.015
H -2.19484 -0.20432 -4.05661 0.000 -0.003 -0.002
H -1.72069 1.56815 -2.35239 -0.020 -0.009 -0.018
H -2.13975 1.06419 1.34386 -0.053 -0.024 0.031
H -1.82414 2.32963 0.02638 -0.078 0.038 0.115
H -3.07532 -1.09719 0.74991 -0.017 -0.005 -0.005
H -3.60619 -2.81271 -0.96380 -0.010 0.004 0.011
C 0.17802 -4.03067 0.14377 0.002 -0.006 0.040
C 0.08641 -3.32386 1.33398 -0.026 -0.060 0.016
C 0.03092 -1.93425 1.33052 -0.024 0.090 -0.177
C 0.06298 -1.27935 0.11439 -0.140 0.030 0.040
C 0.14968 -1.96433 -1.08562 0.021 -0.045 0.108
C 0.21350 -3.35160 -1.06490 -0.020 0.026 -0.107
H 0.22283 -5.11156 0.15750 0.001 -0.004 0.006
H 0.04696 -3.84946 2.27944 0.022 0.012 0.008
H -0.03808 -1.40210 2.26364 -0.010 0.002 0.102
H 0.20188 -1.43656 -2.03307 -0.011 0.001 -0.008
H 0.29855 -3.89465 -1.99777 -0.007 -0.007 0.001
```
Forces are in eV/Å.